Entry 1:
DFT (ωB97M-V/def2-TZVPD) results for a structure of composition C24H52BO6Pd in a non-equilibrium geometry.

ORCA input file:
```
! wB97M-V def2-TZVPD RIJCOSX def2/J DEFGRID3
* xyz 1 3
H -0.7130 -0.6945 2.1839
O -0.5270 3.6621 -1.1786
H 4.1560 3.6054 0.2571
H 0.5255 -2.5013 -6.8555
H -0.8025 -0.5130 0.6102
H -0.1126 -2.4250 6.0193
C -2.8134 -2.6085 4.0477
C 1.9756 -3.3299 0.1024
C -0.7508 -2.2360 5.1612
H 3.8784 -0.3758 3.2427
H 2.9128 0.4942 4.4742
H -2.5900 2.9430 4.1644
H 3.3908 -2.3094 -0.8490
H 0.4848 -4.0357 -1.2934
C -1.3233 3.1810 -3.5426
H 1.9941 -3.3456 1.1938
H 0.0763 -2.5715 -0.4064
H -2.2011 0.8653 -0.2971
C 0.6987 -2.0154 -5.9113
C -0.0385 -1.2947 -3.7476
C -1.6476 3.7640 -2.1423
H 2.9487 2.5734 3.1535
H -2.6112 3.3724 1.1297
H -0.6317 0.7317 -1.5275
C -2.3536 2.7451 1.9704
H 3.3808 2.3338 -2.4760
H -0.8477 -1.1294 -3.0646
H 4.5368 1.0446 3.9671
H -2.3665 -3.3874 5.9942
C -1.0559 -1.2869 3.0161
C -0.2744 -1.4770 4.1006
H 3.3453 -0.9569 -4.0525
H 2.6830 3.7267 -1.5489
H 3.0248 -3.2324 4.1076
H 1.5364 -0.5926 -2.3995
H 2.8180 -1.7912 -6.3087
H -5.4020 -2.2004 -1.5058
H -3.8167 -3.0303 4.0002
O 1.5163 1.4163 2.3121
H -2.3931 -2.3629 0.3536
H -2.9117 -1.6943 2.0708
H -0.6353 2.6822 2.9647
H 0.2362 4.0292 -1.6325
B -0.9365 0.5610 -0.2354
Pd 0.4827 2.2963 0.3812
C 3.5812 0.6079 3.6273
H -2.4099 3.1145 -1.7218
H 1.2570 0.5490 2.6613
H -0.4767 3.7345 -3.9533
H -3.1767 -1.1785 -2.0133
H 3.5098 1.5593 1.7717
H -4.5481 -3.7979 -1.4068
C -2.9974 3.3010 3.2030
H 0.7579 -1.1140 4.0648
O -3.0827 -1.8591 -0.0766
C 3.2432 2.7945 -1.4927
H -2.1873 3.4233 -4.1702
C -2.3511 -1.8748 2.9630
C 2.3042 -1.1173 -4.3382
H -4.0217 2.9959 3.2692
H 2.5662 -4.1525 -0.2696
H -4.5717 -2.9382 -2.8996
H -2.8828 4.3802 3.2047
O 2.5660 -2.1249 -0.3834
H 2.6402 1.0645 -0.7329
H 5.0281 3.9839 -1.2405
C 0.5396 -3.5596 -0.3077
C 2.9261 1.6107 2.6624
H -2.3080 -2.7127 -1.7637
C -1.9967 -2.7808 5.1584
C -3.1959 -2.1364 -1.4834
C 2.0121 -1.6336 -5.5915
H -1.3322 -2.1718 -5.2161
O -0.9173 2.9065 2.0786
C -4.5327 -2.7880 -1.8201
H 0.0579 -4.1645 0.4586
C 4.4710 3.2257 -0.7090
O 2.2902 1.9656 -0.7594
H 5.1861 2.4487 -0.4606
C 1.2874 -0.9290 -3.4223
H -1.9674 4.7860 -2.1874
C -0.3197 -1.8465 -4.9937
H -1.2203 2.1098 -3.5427
H -2.5738 1.6891 1.8299
*
```

E in eV: -42159.0607
<S²>: 2.007
HOMO (alpha / beta) in eV: -11.199 / -11.198

Entry 2:
DFT (ωB97M-V/def2-TZVPD) results for a structure of composition C24H52Cl22N2O5PS2 in a non-equilibrium geometry.

ORCA input file:
```
! wB97M-V def2-TZVPD RIJCOSX def2/J DEFGRID3
* xyz -1 1
H -8.7818 -3.0376 4.4080
H 10.8622 2.9851 -2.2802
C 9.0038 2.0463 -1.7105
H -8.7123 -1.5010 3.5274
H -9.2576 2.7574 -1.9403
C -12.8306 4.8888 -2.3821
H 7.3980 -1.4349 1.5385
Cl -5.9830 -3.7867 4.5097
N -2.0054 2.0500 3.8969
H -4.9497 1.4447 -0.1326
H 4.2058 4.0760 2.2274
Cl -5.5557 0.7897 2.0521
Cl 7.5572 -2.4887 -5.9946
H -4.4432 -1.4607 0.6697
Cl -8.3588 1.2232 -0.4046
H -6.1816 0.1810 -0.1263
H 10.1585 -0.1746 1.8534
C 10.4340 2.4392 -1.4431
S 3.3987 3.3882 3.2074
C 8.3698 -0.9147 -6.1961
O 0.2638 4.1908 3.1566
C -12.5877 4.1182 -3.6547
H -13.2839 3.2893 -3.7571
H -0.6300 -4.2169 1.9600
H 8.5978 0.6544 -7.6205
C 5.0838 4.4180 1.6800
H -0.1217 0.6585 3.1995
C -4.4921 -5.2222 0.3250
H -8.7340 0.6486 -3.2106
H 10.4697 3.0667 -0.5536
H -13.8019 5.3787 -2.4356
H -12.0633 5.6432 -2.2244
H 7.0223 5.2857 2.0167
Cl 1.6387 -4.3650 2.5758
Cl 6.5932 4.0138 3.9408
H -0.4083 1.0489 5.4754
C -2.4050 -5.9802 -5.3044
C 0.3064 -4.0654 1.4266
H 5.7112 5.9705 2.9930
C 0.3627 -2.6890 0.8170
P -0.5345 1.5757 4.1769
H 4.7716 5.1489 0.9347
Cl 8.2318 1.2052 1.8204
C -8.0275 1.4689 -3.1068
H -4.1233 -0.8094 -0.9456
H -8.1148 2.1215 -3.9750
Cl 5.7400 3.0104 0.8045
N 2.1587 2.5553 3.7348
Cl -4.5798 -4.5573 -4.4560
Cl -6.3830 0.7750 -3.1432
H 8.3820 2.9376 -1.7736
Cl 11.4872 1.0279 -1.1277
H -5.0356 -5.0933 -0.6086
H -2.9689 -6.5335 -0.3982
Cl -2.2582 -4.3782 -1.0049
O 3.4860 4.7410 3.6862
C -6.7996 -2.2588 4.0757
C 5.0462 1.3997 3.3797
C 8.1934 -0.3562 -7.5841
Cl 8.8353 1.1737 -3.2628
H 6.2215 -0.2834 4.0449
H 0.3934 -4.8140 0.6396
Cl -12.8519 3.8260 -0.9532
H -2.4746 -5.5758 1.0085
C 9.1651 -0.2559 1.4173
C -8.2322 -2.4693 3.6611
H -1.4385 -5.9485 -5.8055
C -5.2424 0.4983 0.3176
S 0.8177 3.2941 4.1433
H -12.6984 4.7794 -4.5129
H -2.2867 -4.0269 -4.3993
H 7.1440 -0.3259 -7.8670
C -4.1940 -0.5629 0.1137
H -2.4128 1.6087 3.0767
Cl 0.0161 -1.4043 1.9964
Cl 8.3583 -1.5378 3.6755
H 1.3365 -2.4861 0.3765
Cl -8.3772 -3.3391 2.1085
Cl -4.6602 -3.7230 1.2645
H -4.9635 -6.0201 0.8980
C 8.4244 -1.4672 1.8997
C -2.9159 -4.5763 -5.0958
H 6.9726 1.2871 4.3125
Cl -10.9352 3.4484 -3.7185
C -8.2922 2.2608 -1.8530
H -2.9338 -4.0490 -6.0486
H 8.8906 -2.3861 1.5467
H -6.2213 -1.7864 3.2843
H -3.0940 -6.5685 -5.9060
Cl -2.5691 -0.0555 0.6347
C 6.0156 0.7510 4.3518
H 8.6071 1.4106 -0.9245
O 3.6262 3.1763 1.7960
H -7.5233 3.0120 -1.6844
H -6.7669 -1.6203 4.9571
C 6.1172 5.0505 2.5738
C -3.0416 -5.5569 0.0800
H 9.2666 -0.2881 0.3333
H 4.1963 0.7456 3.1467
H -0.4009 -2.6160 0.0389
Cl -2.1659 -6.8256 -3.7555
O 4.5903 2.6319 3.9637
H 5.6445 0.7665 5.3819
O 0.7959 3.7378 5.5260
H 5.5851 1.6422 2.4554
H 9.4209 -1.0493 -5.9515
H 7.9255 -0.2318 -5.4742
Cl 9.0624 -1.3100 -8.8175
*
```

E in eV: -345396.6804
HOMO in eV: -4.780